{
  "formula": "C2H6NO3",
  "method": "ωB97M-V/def2-TZVPD",
  "de_lowest_ev": 0.775,
  "total_charge": -1,
  "species": ["O", "O", "O", "N", "C", "C", "H", "H", "H", "H", "H", "H"],
  "coordinates": [[-1.22459, -1.49460, 1.86032], [0.22653, 0.23335, 1.66429], [4.58464, -1.04689, -5.91676], [-1.97369, 0.52447, 1.11311], [-1.83257, 1.95364, 1.24803], [-0.88083, -0.32276, 1.59524], [5.12468, -1.49226, -5.24797], [-1.79710, 2.37876, 2.27674], [4.88646, -0.12982, -5.81794], [-0.93016, 2.31240, 0.81795], [-2.85049, 0.25578, 1.52362], [-2.68035, 2.47148, 0.78297]],
  "forces_ev_per_angstrom": [[0.0512, 0.0629, -0.0101], [0.3871, 0.0915, -0.0403], [0.6002, 0.3800, 0.3782], [0.0370, 0.4660, 0.2042], [-0.5820, 0.5761, 0.6903], [-0.5923, 0.0083, 0.0735], [-0.2877, -0.1422, -0.1803], [-0.0364, -0.5508, 0.0142], [-0.3185, -0.2399, -0.2014], [0.7993, 0.0678, -0.6770], [-0.0941, -0.5814, -0.0166], [0.0363, -0.1384, -0.2347]],
  "mulliken_charge": [-0.76, -0.73, -0.64, -0.31, -0.79, 0.56, 0.32, 0.24, 0.32, 0.30, 0.21, 0.29]
}